{
  "formula": "C6H6N4O4",
  "method": "ωB97M-V with the def2-TZVPD basis set",
  "homo_ev": -8.91,
  "total_charge": 0,
  "lumo_ev": 0.4,
  "e_above_lowest_kcal_mol": 8.3,
  "fmax_ev_per_a": 4.69,
  "energy_ha": -752.1402,
  "mol_weight_g_mol": 198.1,
  "homo_lumo_gap_ev": 9.33,
  "smiles": "O=C1OC[C@@H]([N+](=O)[O-])N1c1ncc[nH]1",
  "species": ["O", "O", "O", "O", "N", "N", "N", "N", "C", "C", "C", "C", "C", "C", "H", "H", "H", "H", "H", "H"],
  "positions_angstrom": [[2.614596, 1.116607, -0.468748], [-1.543909, 2.503424, 0.437203], [-2.484220, 1.363281, 1.934160], [1.947605, 1.622471, 1.650907], [0.476131, 0.538676, 0.280653], [-1.243939, -0.538758, -0.875717], [-1.558791, 1.624835, 1.257147], [0.787354, -0.636970, -1.846416], [1.739526, 1.099434, 0.361882], [0.025446, -0.136270, -0.841601], [0.660081, 1.549705, 2.382611], [-0.270159, 0.745649, 1.458176], [-1.320636, -1.293972, -2.035302], [-0.097116, -1.384865, -2.597207], [0.225349, -1.814548, -3.537403], [1.741728, -0.496609, -2.159590], [1.042648, 1.073203, 3.378242], [-2.257741, -1.810034, -2.427013], [-0.764456, -0.183044, 1.920351], [0.300630, 2.506709, 2.395096]],
  "forces_ev_per_a": [[-1.16, -0.27, 0.47], [0.82, 0.54, -0.64], [-1.68, -0.96, 1.95], [-1.69, -0.72, -1.71], [1.15, 1.02, 0.47], [1.21, 0.35, -0.61], [1.45, 0.10, -1.61], [-0.56, -0.22, -0.26], [1.69, 0.77, 1.02], [-1.60, -0.96, 0.42], [3.40, -3.21, 0.24], [-1.71, -1.54, 1.25], [-1.23, -0.93, -0.15], [0.32, -0.08, -1.18], [-0.09, -0.03, 0.25], [-0.23, 0.45, 0.81], [-1.70, 0.95, -1.66], [1.42, 1.04, 0.91], [1.01, 1.19, -0.85], [-0.81, 2.51, 0.89]]
}